[1]
Formula: C14H46N14Na2O12S
Source: the Open Molecules 2025 dataset
Level of theory: wB97M-V/def2-TZVPD

Results
**E**: -80360.604 eV
**<S²>**: 0.754
**HOMO-LUMO gap (spin up / spin down)**: 0.272 / 0.142 Eh
**Charge**: +1
**LUMO (spin up / spin down)**: -3.89 / -7.45 eV
**Highest occupied orbital energy (spin up / spin down)**: -11.3 / -11.3 eV
**Multiplicity**: 2

```
89
Properties=species:S:1:pos:R:3:forces:R:3
S 5.65247 21.69042 -9.50449 -0.7 -4.0 2.1
Na 7.19049 19.66111 -7.87036 -0.6 -0.2 0.9
Na 8.67051 22.39532 -10.69815 0.2 0.5 -0.6
O 4.50478 22.54647 -9.50406 -1.1 1.6 -1.1
O 8.95394 22.80526 -13.11092 1.2 -0.1 2.4
O 1.58461 18.40830 -11.56043 0.3 0.5 1.4
O 1.33443 22.83168 -12.84636 -0.9 0.5 -1.2
O 2.66805 22.93080 -5.44980 -2.5 1.5 3.4
O 5.87639 19.30134 -5.71283 2.5 0.0 0.2
O 5.80105 15.59156 -8.73094 -0.3 1.6 -0.1
O 6.39668 21.92122 -10.69508 2.3 0.4 -1.7
O 5.17155 20.27346 -9.39662 1.1 1.2 -0.4
O 6.38284 21.93160 -8.26234 2.1 0.2 0.0
O 8.93245 25.30976 -9.13278 -1.0 0.1 -1.6
O 2.72812 27.71225 -9.38331 3.3 -2.4 -1.4
N 4.10656 25.08570 -9.85840 -2.2 1.2 3.1
N 4.56279 22.37510 -6.30373 5.1 -1.0 0.1
N 6.28968 17.72391 -9.29748 2.6 2.2 -0.3
N 6.91095 21.92939 -13.38633 -3.3 -3.2 1.8
N 4.19404 17.23187 -8.87991 -0.3 -0.3 0.1
N 8.53450 23.70865 -7.58934 -2.6 -2.6 0.6
N 10.39404 24.84272 -7.53612 2.0 1.1 0.4
N 2.96552 22.99788 -7.58687 -2.7 2.0 -5.0
N 2.55704 19.76300 -9.92794 -2.9 1.0 3.5
N 8.43860 18.16925 -5.09525 0.4 -0.2 -0.4
N 3.66489 19.16205 -11.58335 4.6 -0.3 -2.7
N 3.51422 22.66016 -12.50125 6.1 0.2 -2.0
N 7.69669 23.32804 -14.82188 0.7 2.0 -2.6
N 2.16822 22.69995 -10.85328 -0.7 0.7 7.0
C 9.22364 24.66186 -8.15313 1.6 1.1 0.3
C 2.28788 28.98595 -9.21188 -2.6 1.3 2.0
C 7.61599 18.82881 -4.07461 0.1 -0.8 0.7
C 4.14771 27.46311 -9.08180 -2.3 -0.3 0.0
C 4.21144 25.97813 -8.67170 3.0 0.0 -1.2
C 7.91723 22.64688 -13.72938 1.0 1.2 -0.6
C 5.58390 25.61997 -8.05212 -0.1 0.9 -0.2
C 2.28602 22.78056 -12.09981 -3.1 -0.3 -5.0
C 4.59004 19.13346 -6.16220 -1.6 -0.7 0.1
C 3.38720 22.88870 -6.39645 -0.9 -1.9 3.4
C 8.03104 20.24854 -3.84088 0.0 1.7 -1.4
C 2.51137 19.02655 -11.02698 -3.0 -1.1 -2.0
C 5.45686 16.76211 -8.95672 -1.4 -3.9 1.0
C 6.17614 18.60838 -4.48392 -0.9 0.6 -0.8
H 1.23981 22.72433 -10.45635 0.3 -0.2 0.0
H 1.25639 29.04171 -9.55976 0.0 -0.2 -0.5
H 10.54986 24.54878 -6.58249 0.1 0.2 -0.3
H 3.62771 22.86053 -8.33703 -1.2 -0.1 0.1
H 4.54680 28.05020 -8.25468 -0.4 0.2 0.2
H 3.88973 19.33494 -5.35160 -0.4 0.9 -0.1
H 6.08404 21.96853 -13.96494 0.1 -0.1 0.4
H 2.11197 28.97613 -8.13622 0.3 1.5 0.5
H 5.99803 17.54283 -4.62871 0.0 -0.2 -0.1
H 9.41353 18.19444 -4.83263 0.4 0.7 0.1
H 5.41735 18.97017 -3.79006 0.3 0.0 0.6
H 3.85775 22.80989 -13.43915 -1.2 0.0 -0.1
H 3.45635 25.66772 -7.94950 -0.8 0.1 -0.3
H 3.90342 18.62141 -12.40244 0.1 0.1 0.3
H 8.22419 24.18779 -14.77014 -0.1 0.0 -1.3
H 4.29403 22.78414 -11.87146 -0.3 -0.2 0.3
H 4.45295 24.16376 -9.63445 1.5 -1.0 -0.7
H 7.70914 20.77527 -2.94253 0.0 -0.6 0.2
H 3.39685 20.22660 -9.61189 -0.6 -0.1 -0.1
H 5.68959 26.00648 -7.03844 -0.3 -0.4 0.1
H 4.06562 18.20684 -9.11022 -0.9 -0.5 0.2
H 8.29189 17.18241 -4.93800 -0.5 -0.5 -0.6
H 7.63263 20.85487 -4.65436 -0.7 0.1 -0.2
H 9.07651 20.47532 -4.04981 0.4 -0.7 0.7
H 3.44649 16.56986 -8.72826 0.0 0.4 -0.2
H 6.37659 26.13839 -8.59156 0.1 -0.3 -0.3
H 5.07485 22.21634 -7.15970 0.4 -0.1 1.0
H 1.65761 20.01210 -9.54183 0.3 -0.1 0.3
H 1.97072 23.16271 -7.64423 0.2 0.0 -0.5
H 7.75454 18.25312 -3.15947 -0.2 0.1 0.4
H 4.31651 18.10532 -6.39930 0.5 -0.3 -0.4
H 6.94370 23.11396 -15.46007 0.3 0.6 0.1
H 3.14648 24.92348 -10.12681 -0.8 0.6 -1.4
H 8.83187 23.26652 -6.73132 -0.2 0.1 -0.3
H 7.27820 17.53168 -9.22013 -0.2 -0.2 -0.7
H 10.86933 25.65922 -7.89325 0.3 -0.1 0.5
H 4.98720 22.20085 -5.40395 -0.2 0.1 -0.3
H 5.87349 18.56493 -9.67107 0.7 0.0 -0.2
H 6.75620 21.80228 -12.39639 -0.2 -0.6 -0.3
H 4.76259 27.69049 -9.95262 0.0 -0.2 -0.1
H 3.02894 22.58348 -10.33784 -0.9 -0.4 0.5
H 4.48592 19.75669 -7.05037 -0.5 0.0 0.3
H 7.69560 23.37393 -8.04134 -0.2 0.0 0.5
H 4.33319 19.65899 -11.01191 0.5 -0.4 -1.1
H 5.73799 24.54244 -8.10941 0.1 0.1 0.4
H 2.74533 29.89771 -9.59599 1.0 -0.5 -0.1
```
Forces are in eV/Å.

***

[2]
Formula: C17H34Br2O7
Source: the Open Molecules 2025 dataset
Level of theory: wB97M-V/def2-TZVPD

Results
**E**: -172596.764 eV
**HOMO-LUMO gap**: 0.361 Eh
**Charge**: 0
**LUMO**: 0.23 eV
**SMILES string**: CCOC(C)=O.CCOC(C)=O.CCOC(C)=O.CC(C)=O.BrCCBr
**Highest occupied orbital energy**: -9.6 eV
**Multiplicity**: 1

```
60
Properties=species:S:1:pos:R:3:forces:R:3
Br -1.42218 -3.83508 0.68421 -0.5 1.1 0.3
Br -1.20134 0.82074 0.46133 0.2 -0.4 -0.1
O 2.87504 7.31619 1.45455 -3.0 2.8 0.6
O 4.95711 -2.99669 -4.33742 -2.0 -0.7 -2.0
O 0.99422 8.63851 2.11236 0.4 -1.0 -1.1
O 5.01255 -2.74418 -2.09197 -1.2 0.1 -0.5
O 3.03106 -7.45599 4.39173 0.2 0.1 -2.4
O -7.43934 1.05043 -0.38356 0.3 -1.8 -1.2
O -7.89229 1.38313 -2.61701 1.1 -2.4 3.3
C 3.73168 -5.14287 -4.26437 0.2 -0.8 -0.8
C -7.81972 2.35420 -0.11338 0.1 2.3 0.8
C 2.96259 9.72452 1.29290 -1.1 -0.9 1.2
C 5.41562 -2.53428 -3.21492 1.8 -1.1 2.7
C 2.26338 8.40150 1.59287 1.8 -2.3 0.0
C 0.31720 6.80674 3.54373 0.9 -0.2 1.0
C -1.01469 -1.09198 0.02989 -1.4 -0.3 0.8
C -7.56831 0.63002 -1.66029 -1.1 0.6 -2.9
C 2.56769 -8.35448 2.16535 0.4 0.5 0.7
C 6.75100 -1.92518 -3.41469 -0.1 1.4 -0.8
C 2.98744 -7.26687 3.17037 -1.0 0.2 1.9
C 0.04559 7.53469 2.27383 0.2 -1.0 -0.2
C 3.66908 -3.67341 -4.41531 -0.6 1.1 0.7
C -7.33193 -0.93023 -1.83557 0.5 2.1 0.1
C -7.22666 2.75864 1.22116 -0.1 0.7 0.5
C -1.84144 -1.87976 1.08635 1.2 -0.6 -0.7
C 3.20229 -5.85732 2.61607 0.5 0.1 -1.4
H -0.36200 5.98826 3.78222 -0.3 0.2 -0.3
H 2.28023 -9.28293 2.65876 0.2 0.1 0.1
H -2.92096 -1.73884 1.03285 0.2 -0.1 -0.3
H 4.32168 -5.45404 -3.40230 -0.3 0.0 0.0
H 3.16242 -3.37968 -5.33461 0.7 0.0 -0.3
H 6.95403 -1.23584 -2.59514 0.2 -0.2 -0.1
H 0.31041 7.50107 4.38394 0.0 0.0 0.1
H -8.90402 2.46445 -0.09910 -0.1 -0.2 -0.2
H 7.53962 -2.66708 -3.54032 -0.2 0.0 0.1
H 4.10616 -5.61363 -5.17335 0.3 -0.1 0.1
H 2.47305 10.13254 0.40860 0.5 0.3 0.0
H 4.04264 9.57834 1.27842 -0.3 0.0 -0.5
H -6.39298 -1.19523 -1.34953 -0.1 0.0 0.3
H 3.41607 -8.51859 1.50095 -0.1 -0.1 -0.2
H 1.30679 6.35506 3.47444 0.1 0.1 0.2
H 1.71732 -7.99589 1.58536 0.1 0.1 -0.1
H -7.16706 -1.10433 -2.89887 -0.5 -0.1 0.1
H -1.50344 -1.72288 2.11068 0.1 0.0 -0.2
H -6.23158 3.19123 1.11735 0.5 -0.9 0.0
H -1.00269 7.83330 2.27925 0.3 1.1 -0.2
H 0.02904 -1.40557 0.01024 -0.2 0.3 0.1
H -7.40439 3.06374 -0.82904 -0.3 -0.3 -0.5
H 2.68692 -5.44903 -4.21107 0.0 -0.4 0.4
H 2.96020 -3.32644 -3.66353 0.6 0.5 0.5
H 0.11034 6.79216 1.47849 0.4 0.4 -0.5
H -8.15641 -1.49824 -1.40467 0.1 0.1 -0.2
H 2.36598 -5.16512 2.71383 -0.1 -0.2 1.0
H -7.70221 3.64372 1.64377 -0.8 -0.1 -0.1
H 3.28084 -5.80578 1.53013 0.1 -0.8 -0.3
H -7.31944 1.96377 1.96123 0.4 0.0 0.0
H -1.49383 -1.20431 -0.94268 0.3 0.0 0.1
H 4.14909 -5.40200 2.90652 -0.3 0.0 0.7
H 6.62360 -1.36945 -4.34369 0.7 0.2 -0.1
H 2.69895 10.29627 2.18266 0.1 0.6 -0.3
```
Forces are in eV/Å.